Here is the molecule C5H7NOS from the OMol25 dataset. Energies are from ωB97M-V/def2-TZVPD.

Its charge is 0. For the max |F|, the calculation gives 0.06607 hartree/bohr. As for the spin multiplicity: 1. The energy above the lowest of the compared OMol25 structures with the same formula, charge and spin is 21.6 kcal/mol. The highest occupied orbital energy is -0.2808 Eh.

XYZ file:
```
15
Properties=species:S:1:pos:R:3:forces:R:3
C 0.2087 1.8690 -0.0768 -0.405 0.136 3.306
C -0.0611 0.3998 0.0760 -1.378 0.028 -1.008
C 0.9908 -0.5713 0.0066 -1.298 -1.552 -0.107
S 2.7137 -0.2280 -0.1858 -0.474 -0.017 -0.476
C 0.4021 -1.8391 -0.0540 -0.281 1.628 -0.243
N -0.9902 -1.6326 -0.0908 1.978 0.911 0.146
C -1.2901 -0.2918 -0.0266 3.293 -0.818 0.172
O -2.5754 0.0548 -0.1300 -0.435 1.131 0.096
H 0.8100 2.0737 -0.8871 1.488 0.259 -1.902
H -0.6483 2.5268 -0.1898 -0.444 -0.187 0.171
H 0.7821 2.2373 0.8415 -0.754 -0.311 -1.145
H 3.0051 -0.4700 1.0683 0.444 -0.040 0.808
H 0.8829 -2.8043 -0.1795 -0.405 0.210 0.136
H -1.6473 -2.3519 -0.0094 -1.031 -0.946 0.028
H -2.5832 1.0276 -0.1627 -0.298 -0.433 0.019
```
Forces are in eV/Å.